No. 1
C6H6Ca | the ωB97M-V functional and the def2-TZVPD basis

ORCA input file:
```
! wB97M-V def2-TZVPD RIJCOSX def2/J DEFGRID3
* xyz 2 1
Ca -1.20073 -0.07319 1.17604
C -0.77738 -0.55173 -1.02859
C -0.71143 0.83360 -0.87504
C 0.03411 -1.37923 -0.25156
C 0.16601 1.39143 0.05554
C 0.91156 -0.82141 0.67903
C 0.97750 0.56393 0.83258
H -1.46784 -0.99067 -1.76085
H -1.34999 1.48476 -1.48647
H -0.01778 -2.46933 -0.37238
H 0.21791 2.48153 0.17638
H 1.55012 -1.47255 1.29047
H 1.66795 1.00288 1.56485
*
```

Output
LUMO energy ... -0.367 Eh
Total energy ... -24739.7658 eV
HOMO-LUMO gap ... 10.62 eV
HOMO ... -20.603 eV
Strongest force on any atom ... 8.71 eV/Å


No. 2
C41H29F4FeN9Te | the ωB97M-V functional and the def2-TZVPD basis

ORCA input file:
```
! wB97M-V def2-TZVPD RIJCOSX def2/J DEFGRID3
* xyz 1 6
Fe -0.40439 -1.08262 0.65784
C -4.78532 -0.80018 -4.25030
C -3.49661 -0.82629 -3.48849
C -2.30460 -0.35183 -4.08493
C -1.14108 -0.26867 -3.37580
C -1.12930 -0.66106 -2.01633
N -0.10533 -0.53939 -1.17165
C 1.17768 -0.13484 -1.55876
C 1.47965 1.13645 -2.03363
C 2.79009 1.48328 -2.31002
C 3.83103 0.57269 -2.12814
C 5.25291 0.96469 -2.41590
C 3.52909 -0.69317 -1.64105
C 2.21974 -1.04479 -1.34873
N 1.90801 -2.33827 -0.84483
C 2.52748 -3.50382 -1.13444
C 1.89805 -4.50275 -0.43353
C 0.87890 -3.85661 0.27432
N 0.88940 -2.55648 0.02122
C -2.29086 -1.27528 -1.44231
C -3.46591 -1.30329 -2.18600
N -2.09338 -1.75741 -0.16461
C -3.05358 -2.42320 0.48493
C -2.99932 -2.80292 1.80091
C -1.87700 -2.50558 2.62181
N -0.86290 -1.86941 2.19582
H -4.63239 -0.49803 -5.28374
H -5.47509 -0.08786 -3.79217
H -5.27281 -1.77572 -4.23529
H -2.32006 -0.03065 -5.11830
H -0.23981 0.12158 -3.82765
H 0.67425 1.84826 -2.17031
H 3.01423 2.48060 -2.66656
H 5.30466 1.63791 -3.26993
H 5.86975 0.09191 -2.62277
H 5.68235 1.48765 -1.55901
H 4.32792 -1.40605 -1.47318
H 3.35068 -3.54954 -1.82641
H 2.13752 -5.55086 -0.43676
H 0.13717 -4.26465 0.94106
H -4.38445 -1.67701 -1.75327
H -3.94021 -2.70177 -0.07489
H -3.82776 -3.33998 2.23503
H -1.89658 -2.85124 3.65767
F -3.14360 1.57421 -1.14514
C -2.99637 2.89659 -1.34281
C -3.54856 3.44555 -2.46667
F -4.19306 2.63151 -3.30247
C -3.45447 4.82392 -2.75182
C -2.76167 5.58329 -1.77972
C -2.21813 5.02149 -0.65089
F -1.57467 5.81259 0.20484
C -2.29073 3.64381 -0.39031
C -1.65629 3.01484 0.74115
C -1.49724 1.65641 0.83792
N -1.30020 0.51690 0.98500
C -1.02574 3.69789 1.82249
N -0.48442 4.13545 2.74046
F -2.61294 6.88797 -1.95881
C -4.00584 5.39966 -3.92894
C -3.93719 6.78180 -4.23689
N -3.93209 7.89122 -4.54896
C -4.67480 4.64025 -4.92262
N -5.21552 4.06888 -5.76503
C 3.96343 -2.68176 6.96927
C 3.36238 -2.08959 5.72803
C 2.25200 -1.25873 5.78311
C 1.71218 -0.67552 4.64252
C 0.54353 0.26843 4.75645
C 2.32158 -0.94287 3.41521
Te 1.65737 0.08283 1.69394
C 3.43407 -1.78609 3.32004
C 4.07068 -2.10173 1.99127
C 3.92964 -2.35236 4.48178
H 3.43618 -2.35714 7.86399
H 5.00918 -2.38563 7.06110
H 3.93953 -3.77200 6.93137
H 1.79720 -1.04393 6.74348
H 0.00865 0.11468 5.69186
H -0.15709 0.13089 3.92954
H 0.88334 1.30737 4.73733
H 4.34694 -1.18459 1.46213
H 3.37926 -2.67043 1.36213
H 4.96962 -2.70014 2.12500
H 4.78207 -3.01976 4.41876
*
```

Output
LUMO energy (spin up / spin down) ... -0.129 / -0.193 Eh
Total energy ... -108938.0239 eV
HOMO-LUMO gap (spin up / spin down) ... 6.19 / 5.10 eV
HOMO (spin up / spin down) ... -9.696 / -10.356 eV
Strongest force on any atom ... 1.16 eV/Å


No. 3
C8H13NSSi | the ωB97M-V functional and the def2-TZVPD basis

ORCA input file:
```
! wB97M-V def2-TZVPD RIJCOSX def2/J DEFGRID3
* xyz 0 1
C -3.13908 1.03525 -0.07440
C -1.92242 0.55497 0.61423
C -3.35692 1.18212 -1.41807
C -0.73894 0.34375 0.16762
C -1.34476 0.35264 -2.49246
C 1.49131 0.16114 2.31351
C 1.99102 0.42600 -0.91107
C 0.87206 -2.21892 0.06104
N -2.47476 0.97695 -2.50663
Si 0.91039 -0.38942 0.47462
S -0.39378 -0.12202 -3.67331
H -3.94736 1.20011 0.75182
H -1.96121 0.38208 1.68028
H -4.28037 1.73244 -1.65784
H 1.26439 1.23915 2.59543
H 0.85006 -0.46635 2.99664
H 2.51148 -0.01374 2.35166
H 2.36841 1.40409 -0.70298
H 2.68832 -0.24727 -1.29399
H 1.20789 0.64267 -1.70093
H -0.19153 -2.26129 -0.07400
H 1.31403 -2.57982 -0.87351
H 1.34695 -2.94923 0.74457
H -2.78787 1.29389 -3.46226
*
```

Output
Energy relative to the best compared isomer or geometry (same formula, charge and spin) ... 139.9 kJ/mol
LUMO energy (spin up / spin down) ... 0.006 / -0.019 Eh
Total energy ... -28705.1276 eV
HOMO-LUMO gap (spin up / spin down) ... 7.87 / 7.11 eV
HOMO (spin up / spin down) ... -7.720 / -7.629 eV
Strongest force on any atom ... 3.93 eV/Å


No. 4
C5H19NO5 | the ωB97M-V functional and the def2-TZVPD basis

ORCA input file:
```
! wB97M-V def2-TZVPD RIJCOSX def2/J DEFGRID3
* xyz 0 1
C 0.50488 1.33784 -1.38031
O 1.64079 0.51458 -1.05768
C -0.90543 0.67958 -1.52280
C -0.91728 -0.74624 -0.96740
C -0.73414 -0.79726 0.50242
C 0.32276 -1.25558 1.16956
N -1.88775 -0.28943 1.16547
H 0.53327 2.27559 -0.72178
H 0.77590 1.81383 -2.40765
H 1.41782 -0.25313 -0.54979
H -1.16913 0.72521 -2.58102
H -1.54903 1.51370 -1.14738
H -0.08602 -1.22705 -1.54796
H -1.95532 -1.19985 -1.29720
H 1.31992 -1.55693 0.74691
H 0.30443 -1.42957 2.24238
H -2.70308 -0.32556 0.73795
H -1.92112 -0.52580 2.14103
H 4.22181 -2.08128 1.40391
H 3.83952 -1.63800 -0.01780
O 3.59493 -1.49966 0.95506
H 3.52445 1.60390 0.07284
H 3.92660 0.70280 1.28429
O 4.27514 1.41254 0.74126
H -4.47779 -1.81103 -0.20304
H -3.60254 -1.85771 -1.32040
O -4.02665 -1.27820 -0.85332
H -1.82574 2.34516 0.82699
H -1.13104 2.03906 2.12858
O -1.31016 2.80849 1.45688
*
```

Output
Energy relative to the best compared isomer or geometry (same formula, charge and spin) ... 275.9 kJ/mol
LUMO energy ... 0.012 Eh
Total energy ... -17218.4012 eV
HOMO-LUMO gap ... 8.96 eV
SMILES string ... C=C(N)CCCO.O.O.O.O
HOMO ... -8.642 eV
Strongest force on any atom ... 7.97 eV/Å


No. 5
C28H37AsBrN5OPbS5 | the ωB97M-V functional and the def2-TZVPD basis

ORCA input file:
```
! wB97M-V def2-TZVPD RIJCOSX def2/J DEFGRID3
* xyz -2 1
Pb -0.21352 -1.79951 -0.60017
C 0.59758 -5.18627 -3.81425
C -0.47680 -4.28056 -3.27885
N -0.60238 -3.03811 -3.54070
N 0.44103 -2.46013 -4.21610
C 0.35816 -1.15367 -4.59691
N 1.54379 -0.49411 -4.48918
S -1.00898 -0.44280 -5.21092
C -1.45465 -4.83097 -2.30842
C -1.96728 -6.11686 -2.45030
C -2.77205 -6.63289 -1.45387
C -3.03847 -5.85820 -0.33679
C -2.50329 -4.58260 -0.28535
N -1.74399 -4.07475 -1.24757
H 1.57184 -4.70251 -3.76881
H 0.38438 -5.43392 -4.85988
H 0.66703 -6.08639 -3.21093
H 1.35207 -2.75428 -3.86510
H 2.18446 -0.79072 -3.76162
H 1.49385 0.49439 -4.66188
H -1.72222 -6.70519 -3.32495
H -3.16644 -7.63852 -1.53327
H -3.62478 -6.23847 0.48860
H -2.66739 -3.94235 0.57476
S 3.86663 -4.35286 1.25878
As 2.06376 -4.18195 0.19162
S 0.50998 -3.19705 1.47439
S 2.23364 -2.65152 -1.44721
S 1.31935 -6.01413 -0.56928
C -4.17507 4.35241 3.72250
C -4.16359 4.26310 2.18953
C -5.58093 3.93012 1.71920
C -3.78520 5.63367 1.60770
C -3.15031 3.21238 1.74009
C -3.49881 2.05761 1.06245
C -2.52616 1.15315 0.66956
Br -3.17591 -0.41806 -0.23935
C -1.13425 1.31221 0.88279
O -0.23051 0.50726 0.44842
C -0.80020 2.49398 1.64473
C -1.78932 3.38150 2.02148
C 0.66469 2.73746 2.02181
C 1.18215 1.56166 2.86703
C 1.50672 2.88812 0.74520
C 0.85538 4.01005 2.85141
H -4.89551 5.10428 4.06236
H -3.18996 4.62140 4.10681
H -4.45073 3.38776 4.15315
H -6.27014 4.71762 2.03602
H -5.92750 2.98639 2.14460
H -5.62315 3.85617 0.63091
H -4.51652 6.39322 1.90358
H -3.75834 5.58296 0.51749
H -2.80133 5.95428 1.95223
H -4.52792 1.82961 0.82212
H -1.49980 4.26145 2.58244
H 1.00364 0.61457 2.36493
H 0.66749 1.53978 3.83178
H 2.25651 1.65846 3.04435
H 1.40831 1.99738 0.12870
H 2.56110 3.03225 0.99971
H 1.16535 3.75010 0.16485
H 0.29491 3.96505 3.78862
H 0.55333 4.90557 2.30154
H 1.91492 4.11303 3.09866
N 3.42121 -0.60757 1.07051
C 4.44587 -0.33711 0.19050
C 4.39728 0.78697 -0.64514
C 5.45136 1.08880 -1.49253
C 6.58350 0.28593 -1.53198
C 6.63337 -0.83564 -0.70858
C 5.58837 -1.14790 0.14086
H 2.52475 -0.21908 0.81602
H 3.35893 -1.57164 1.38165
H 3.51288 1.41397 -0.62830
H 5.38212 1.95910 -2.13657
H 7.40253 0.51962 -2.20177
H 7.49895 -1.48791 -0.74144
H 5.61027 -2.04863 0.74152
*
```

Output
Energy relative to the best compared isomer or geometry (same formula, charge and spin) ... 0.0 kJ/mol
LUMO energy ... 0.140 Eh
Total energy ... -229445.8504 eV
HOMO-LUMO gap ... 5.86 eV
HOMO ... -2.042 eV
Strongest force on any atom ... 0.44 eV/Å


No. 6
C6H13ClN | the ωB97M-V functional and the def2-TZVPD basis

ORCA input file:
```
! wB97M-V def2-TZVPD RIJCOSX def2/J DEFGRID3
* xyz 1 1
C 2.58746 -1.77442 0.08360
C 1.30912 -1.38650 0.34296
C -1.07014 1.40532 0.80405
C -0.52907 1.03326 -1.47894
C -1.41528 -0.67491 -0.10560
C 0.92470 0.01550 0.07717
N -0.47256 0.44906 -0.12018
Cl 2.11922 1.26347 -0.45793
H 3.00085 -2.74893 0.40495
H 3.22265 -1.25214 -0.50371
H 0.56349 -1.88032 0.83081
H -0.59354 2.36831 0.89708
H -2.06425 1.45781 0.48066
H -1.06502 0.92062 1.78068
H -0.11104 2.03742 -1.32716
H -0.10182 0.50851 -2.22061
H -1.63237 1.10515 -1.61357
H -0.86023 -1.35136 -0.67647
H -1.64765 -1.12814 0.90415
H -2.39552 -0.54696 -0.61595
H 0.23099 0.17922 2.51401
*
```

Output
Energy relative to the best compared isomer or geometry (same formula, charge and spin) ... 536.6 kJ/mol
LUMO energy (spin up / spin down) ... -0.183 / -0.174 Eh
Total energy ... -20432.2059 eV
HOMO-LUMO gap (spin up / spin down) ... 9.13 / 7.80 eV
HOMO (spin up / spin down) ... -14.114 / -12.539 eV
Strongest force on any atom ... 5.50 eV/Å


No. 7
C2H5N5O | the ωB97M-V functional and the def2-TZVPD basis

ORCA input file:
```
! wB97M-V def2-TZVPD RIJCOSX def2/J DEFGRID3
* xyz 0 1
C -0.55794 0.67998 -0.13075
C -0.05510 -0.60635 -0.04655
H -0.22023 2.50259 0.44669
H 1.19545 1.59644 0.08447
H -3.09977 -0.98142 0.21455
H 1.25822 -1.97647 0.19373
H 2.89663 -0.32074 -0.51013
N 0.26106 1.79374 -0.14278
N -1.85095 0.70830 -0.04447
N -2.15393 -0.66556 0.00798
N -1.11184 -1.41530 -0.00520
N 1.18695 -1.07632 -0.28478
O 2.25146 -0.23889 0.21724
*
```

Output
Energy relative to the best compared isomer or geometry (same formula, charge and spin) ... 218.7 kJ/mol
LUMO energy ... 0.028 Eh
Total energy ... -11650.2777 eV
HOMO-LUMO gap ... 8.86 eV
SMILES string ... Nc1n[nH]nc1NO
HOMO ... -8.094 eV
Strongest force on any atom ... 3.28 eV/Å